Entry 1:
{"formula": "C5H7NO2", "method": "ωB97M-V/def2-TZVPD", "symbols": ["O", "O", "N", "C", "C", "C", "C", "C", "H", "H", "H", "H", "H", "H", "H"], "coordinates": [[0.61, -1.65, -0.01], [-1.95, 0.72, -0.14], [0.72, 1.65, 0.01], [1.10, 0.44, 0.71], [1.14, 0.49, -0.77], [0.06, -0.72, 0.91], [-1.08, -0.42, -0.09], [0.14, -0.70, -1.00], [2.01, 0.67, -1.44], [-2.51, 0.60, 0.64], [1.92, 0.55, 1.44], [-1.76, -1.30, -0.15], [-0.31, 1.88, -0.02], [-0.17, -1.10, 1.91], [0.05, -1.12, -1.99]], "multiplicity": 1, "e_above_lowest_ev": 3.664, "orbital_gap_ev": 9.62, "homo_ev": -9.02}


Entry 2:
{"formula": "C5H7NO2", "method": "ωB97M-V/def2-TZVPD", "symbols": ["O", "O", "N", "C", "C", "C", "C", "C", "H", "H", "H", "H", "H", "H", "H"], "coordinates": [[-0.25, -2.17, -0.28], [2.20, 1.39, 1.19], [2.27, -0.23, -0.40], [-2.26, 0.17, -0.29], [0.13, 1.03, -0.04], [-0.21, -1.20, 0.48], [-0.81, 0.12, 0.06], [1.62, 0.66, 0.40], [0.12, -1.24, 1.53], [0.04, 2.09, -0.25], [-2.53, -0.66, -0.94], [3.27, -0.33, -0.27], [-2.51, 1.11, -0.79], [1.78, -0.85, -1.04], [-2.86, 0.10, 0.62]], "multiplicity": 1, "e_above_lowest_ev": 1.014, "smiles": "C/C(C=O)=C/C(N)=O", "orbital_gap_ev": 10.02, "homo_ev": -9.80}


Entry 3:
{"formula": "C5H7NO2", "method": "ωB97M-V/def2-TZVPD", "symbols": ["O", "O", "N", "C", "C", "C", "C", "C", "H", "H", "H", "H", "H", "H", "H"], "coordinates": [[-0.09, 1.14, 0.22], [-0.20, -1.77, -0.39], [0.84, -1.17, 0.30], [-1.21, -0.90, -0.19], [-0.75, 0.39, -0.84], [-2.19, -0.25, -1.10], [2.12, 0.67, 1.05], [0.87, 0.17, 0.44], [-2.33, -0.53, -2.07], [-0.05, 0.26, -1.61], [-1.34, -0.48, 0.85], [2.75, -0.29, 1.11], [-2.93, 0.18, -0.42], [1.99, 1.11, 2.10], [2.53, 1.48, 0.55]], "multiplicity": 1, "e_above_lowest_ev": 6.121, "smiles": "CC1=NO[C@@H]2C[C@H]2O1", "orbital_gap_ev": 10.15, "homo_ev": -9.18}


Entry 4:
{"formula": "C5H7NO2", "method": "ωB97M-V/def2-TZVPD", "symbols": ["O", "O", "N", "C", "C", "C", "C", "C", "H", "H", "H", "H", "H", "H", "H"], "coordinates": [[5.10, 0.73, 0.31], [3.04, -0.15, -0.15], [0.14, -2.04, 0.31], [4.10, 0.25, 0.11], [1.15, -2.70, 0.17], [-1.42, -0.28, -0.71], [-1.50, 1.02, -0.06], [-0.89, -1.37, 0.11], [-0.40, 1.25, 0.28], [-2.36, -2.38, 1.15], [-2.39, -0.65, -1.15], [-2.11, 1.07, 0.77], [-1.69, 1.73, -0.90], [1.93, -2.41, 0.83], [-0.73, -0.28, -1.43]], "multiplicity": 1, "e_above_lowest_ev": 6.568, "orbital_gap_ev": [7.72, 7.70], "homo_ev": [-8.30, -8.28]}


Entry 5:
{"formula": "C5H7NO2", "method": "ωB97M-V/def2-TZVPD", "symbols": ["O", "O", "N", "C", "C", "C", "C", "C", "H", "H", "H", "H", "H", "H", "H"], "coordinates": [[-0.94, 0.74, -0.86], [0.88, -1.08, -0.89], [0.19, -1.41, 0.33], [-0.06, 1.29, 0.14], [1.98, -0.29, -0.35], [-1.89, -0.11, -0.31], [1.31, 0.94, 0.41], [-1.08, -1.19, 0.45], [-2.58, 0.44, 0.20], [-2.57, -0.78, -1.04], [2.37, -1.15, 0.33], [-1.41, -1.55, 1.43], [-0.49, 2.40, 0.38], [2.49, 0.05, -1.17], [1.80, 1.71, 0.96]], "multiplicity": 1, "e_above_lowest_ev": 6.224, "smiles": "C1=C\\OC/C=N\\OC/1", "orbital_gap_ev": 10.08, "homo_ev": -9.10}


Entry 6:
{"formula": "C5H7NO2", "method": "ωB97M-V/def2-TZVPD", "symbols": ["O", "O", "N", "C", "C", "C", "C", "C", "H", "H", "H", "H", "H", "H", "H"], "coordinates": [[-1.87, -1.33, -0.11], [2.52, -1.28, 0.25], [1.27, 0.60, -0.66], [1.48, -0.42, 0.24], [-0.25, 0.85, -0.49], [-0.41, 1.04, 1.01], [-0.60, -0.76, -0.36], [0.11, -0.55, 0.85], [0.12, -1.36, 1.81], [-0.26, -1.12, -1.37], [-1.44, 1.15, 1.36], [-2.43, -1.32, -0.99], [2.20, 0.78, -2.04], [0.22, 1.85, 1.63], [-0.67, 1.86, -1.11]], "multiplicity": 1, "e_above_lowest_ev": 7.497, "orbital_gap_ev": 7.94, "homo_ev": -9.18}


Entry 7:
{"formula": "C5H7NO2", "method": "ωB97M-V/def2-TZVPD", "symbols": ["O", "O", "N", "C", "C", "C", "C", "C", "H", "H", "H", "H", "H", "H", "H"], "coordinates": [[2.68, -0.74, -2.28], [-2.03, 1.51, -1.65], [1.72, -0.09, -2.48], [0.70, 0.35, -2.82], [-0.60, 0.27, -0.02], [-1.35, 0.79, -0.97], [-0.16, -1.19, -0.02], [-0.06, 1.06, 1.10], [0.87, -1.16, 0.26], [-0.41, 2.15, 1.06], [1.02, 0.88, 1.17], [-0.27, -1.57, -0.98], [-0.32, 0.61, 1.98], [0.21, 1.13, -3.19], [-0.70, -1.94, 0.62]], "multiplicity": 1, "e_above_lowest_ev": 5.055, "smiles": "C#[N+][O-].CC(C)=C=O", "orbital_gap_ev": 9.03, "homo_ev": -8.57}


Entry 8:
{"formula": "C5H7NO3", "method": "ωB97M-V/def2-TZVPD", "symbols": ["O", "O", "O", "N", "C", "C", "C", "C", "C", "H", "H", "H", "H", "H", "H", "H"], "coordinates": [[1.97, 0.04, -0.21], [0.53, 0.05, -1.82], [-0.20, -0.73, 1.38], [1.97, 0.32, 1.16], [1.10, 0.98, -0.93], [0.92, -0.12, 1.78], [-2.06, 0.14, 0.27], [-0.28, -0.95, -1.14], [-0.87, -0.42, 0.20], [-1.21, -1.23, -1.73], [0.32, 1.39, -0.21], [1.70, 1.78, -1.45], [0.26, -1.91, -0.96], [-2.35, 0.39, 1.34], [0.97, -0.09, 2.83], [-2.76, 0.36, -0.52]], "multiplicity": 1, "e_above_lowest_ev": 5.643, "smiles": "C=C1COCO/N=C\\O1", "orbital_gap_ev": 10.33, "homo_ev": -9.55}